Below is one molecule with the formula C3H3NO3, with properties calculated with wB97M-V/def2-TZVPD.

Geometry (Å):
N1 -1.09 1.00 -1.15
C1 -0.30 0.41 -0.30
O1 1.06 0.34 -0.47
C2 1.81 -0.41 0.37
O2 1.38 -1.01 1.31
C3 -1.27 -0.17 0.63
O3 -2.33 -0.14 0.01
H1 -0.90 0.80 -2.12
H2 2.85 -0.35 0.05
H3 -1.20 -0.46 1.67

Results
- Total charge: 0
- Maximum force: 0.0895 Eh/bohr
- SMILES: [H]/N=C(/C=O)OC=O
- Relative energy (zero: lowest compared OMol25 entry of this formula, charge and spin): 99.40 kcal per mole
- Highest occupied orbital energy: -8.8212 eV
- Frontier orbital gap: 8.17 eV

***

Below is C21H35BHfO2P2 as an isolated structure, with properties calculated with wB97M-V/def2-TZVPD.

Geometry (Å):
P1 -2.81 3.94 -0.42
P2 -0.84 3.57 -3.74
C1 -2.64 4.99 -1.90
C2 -2.50 4.35 -3.29
H1 -1.93 5.84 -1.79
H2 -3.65 5.45 -1.82
H3 -3.30 3.60 -3.39
H4 -2.67 5.15 -4.04
C3 0.02 4.93 -4.62
H5 0.93 4.55 -5.13
H6 0.35 5.78 -3.99
H7 -0.70 5.27 -5.39
C4 -1.25 2.46 -5.06
H8 -1.30 3.14 -5.92
H9 -2.21 1.97 -4.89
H10 -0.45 1.74 -5.19
C5 -2.92 5.30 0.72
H11 -3.08 4.89 1.72
H12 -3.76 5.90 0.39
H13 -2.01 5.91 0.71
C6 -4.37 3.06 -0.35
H14 -4.54 2.39 -1.23
H15 -5.08 3.92 -0.35
H16 -4.41 2.47 0.59
Hf1 -2.70 -0.63 -1.71
C7 0.79 2.84 -2.74
C8 1.40 3.81 -1.89
C9 0.69 4.84 -1.16
C10 0.60 4.44 0.35
C11 -0.63 3.85 0.78
C12 -1.45 2.87 0.09
C13 -1.19 2.08 -1.23
C14 0.16 1.64 -1.84
C15 -3.53 -1.70 -0.02
H17 1.37 2.45 -3.61
H18 2.47 3.70 -1.63
H19 -0.31 5.06 -1.57
H20 1.18 5.83 -1.19
H21 1.45 3.81 0.65
H22 0.75 5.36 0.94
H23 -0.97 4.05 1.80
H24 -2.05 2.16 0.74
H25 -1.66 2.63 -2.08
H26 -1.97 1.19 -1.15
H27 0.84 1.24 -1.08
H28 -0.04 0.75 -2.48
H29 -3.27 -2.69 -0.46
H30 -4.64 -1.70 0.01
H31 -3.22 -1.76 1.04
O1 -0.03 -0.98 0.50
B1 -0.69 -1.32 -0.85
O2 0.30 -2.29 -1.46
C16 1.17 -2.60 -0.49
C17 2.16 -3.55 -0.52
C18 3.08 -3.64 0.49
C19 2.98 -2.83 1.62
C20 1.93 -1.90 1.69
C21 1.03 -1.78 0.65
H32 2.22 -4.24 -1.37
H33 3.90 -4.34 0.42
H34 3.69 -2.94 2.42
H35 1.85 -1.26 2.58

Results
- Total charge: +2
- Maximum force: 0.1137 Eh/bohr
- Relative energy (zero: lowest compared OMol25 entry of this formula, charge and spin): 109.86 kcal per mole
- Highest occupied orbital energy (alpha / beta): -11.8742 / -11.6282 eV
- Frontier orbital gap (alpha / beta): 4.00 / 3.74 eV

***

Below is C42H41NO4P2Pd as an isolated structure, with properties calculated with wB97M-V/def2-TZVPD.

Geometry (Å):
Pd1 0.13 0.21 1.16
C1 -1.55 0.90 -4.20
C2 -1.70 -0.43 -4.09
C3 -0.98 -1.42 -4.98
C4 0.45 -1.08 -5.48
C5 1.38 -0.22 -4.66
C6 1.39 1.12 -4.63
C7 0.46 1.99 -5.41
C8 -1.02 1.54 -5.45
C9 1.73 0.36 2.54
H1 -1.92 1.59 -3.42
H2 -2.46 -0.86 -3.43
H3 -1.59 -1.62 -5.87
H4 -0.92 -2.38 -4.45
H5 0.96 -2.05 -5.60
H6 0.36 -0.67 -6.50
H7 2.22 -0.78 -4.22
H8 2.22 1.66 -4.20
H9 0.81 2.07 -6.46
H10 0.50 3.01 -5.01
H11 -1.63 2.42 -5.68
H12 -1.13 0.85 -6.30
H13 1.32 1.20 3.12
H14 2.74 0.59 2.16
H15 1.73 -0.58 3.12
P1 -1.39 -0.59 -0.28
P2 1.88 0.13 -0.24
C10 -0.26 -1.03 -1.59
C11 1.05 -0.65 -1.60
C12 -2.34 -2.09 0.04
C13 -2.63 -3.01 -0.99
C14 -3.37 -4.17 -0.69
C15 -3.79 -4.43 0.61
C16 -3.47 -3.53 1.64
C17 -2.76 -2.37 1.35
C18 -2.55 0.77 -0.62
C19 -2.09 2.10 -0.70
C20 -3.00 3.16 -0.74
C21 -4.37 2.91 -0.79
C22 -4.83 1.59 -0.82
C23 -3.93 0.52 -0.74
C24 3.31 -0.94 0.08
C25 3.07 -2.19 0.68
C26 4.15 -2.98 1.08
C27 5.46 -2.55 0.84
C28 5.69 -1.36 0.15
C29 4.63 -0.56 -0.27
C30 2.49 1.79 -0.60
C31 2.47 2.75 0.42
C32 2.86 4.06 0.14
C33 3.22 4.43 -1.16
C34 3.27 3.46 -2.17
C35 2.96 2.13 -1.88
H16 -0.66 -1.72 -2.35
H17 1.73 -0.95 -2.39
H18 -2.27 -2.85 -2.00
H19 -3.62 -4.86 -1.50
H20 -4.37 -5.33 0.83
H21 -3.78 -3.74 2.67
H22 -2.48 -1.68 2.14
H23 -1.01 2.30 -0.67
H24 -2.63 4.19 -0.75
H25 -5.08 3.75 -0.82
H26 -5.90 1.39 -0.91
H27 -4.30 -0.51 -0.76
H28 2.04 -2.52 0.85
H29 3.96 -3.92 1.58
H30 6.30 -3.17 1.17
H31 6.72 -1.05 -0.07
H32 4.81 0.35 -0.84
H33 2.15 2.46 1.42
H34 2.87 4.80 0.95
H35 3.48 5.47 -1.37
H36 3.57 3.75 -3.18
H37 3.08 1.34 -2.63
O1 -0.41 -1.89 3.36
C36 -0.83 -0.77 3.73
O2 -1.21 0.21 2.95
C37 -0.87 -0.45 5.22
C38 -1.40 0.78 5.69
C39 -1.42 1.07 7.05
C40 -0.90 0.14 7.98
C41 -0.38 -1.09 7.53
C42 -0.37 -1.37 6.16
N1 -0.83 0.48 9.37
O3 -1.26 1.59 9.74
O4 -0.33 -0.34 10.16
H38 -1.79 1.50 4.97
H39 -1.85 2.00 7.41
H40 -0.01 -1.81 8.26
H41 0.03 -2.33 5.83

Results
- Total charge: 0
- Maximum force: 0.0606 Eh/bohr
- Relative energy (zero: lowest compared OMol25 entry of this formula, charge and spin): 0.00 kcal per mole
- Multiplicity: 3
- Highest occupied orbital energy (alpha / beta): -5.0856 / -8.6843 eV
- Frontier orbital gap (alpha / beta): 4.61 / 6.55 eV
- ⟨S²⟩: 2.016

***

Below is C23H31AsCl2N2O2Sr as an isolated structure, with properties calculated with wB97M-V/def2-TZVPD.

Geometry (Å):
Sr1 0.83 0.23 -0.03
O1 -1.02 1.49 0.20
C1 -1.37 2.71 -0.01
C2 -2.67 3.16 0.35
C3 -3.08 4.45 0.13
C4 -2.23 5.40 -0.45
C5 -0.96 5.00 -0.79
C6 -0.50 3.69 -0.60
C7 0.88 3.47 -0.97
N1 1.55 2.38 -0.99
C8 2.97 2.47 -1.25
C9 3.67 1.11 -1.19
N2 3.27 0.35 -0.04
C10 3.94 0.43 1.05
C11 3.58 -0.10 2.34
C12 4.53 0.09 3.36
C13 4.33 -0.34 4.65
C14 3.13 -0.98 4.95
C15 2.17 -1.19 3.99
C16 2.34 -0.76 2.65
O2 1.40 -0.97 1.78
H1 -3.32 2.44 0.82
H2 -4.09 4.74 0.43
H3 -2.56 6.41 -0.62
H4 -0.28 5.73 -1.23
H5 1.39 4.41 -1.25
H6 3.43 3.11 -0.49
H7 3.16 2.93 -2.23
H8 4.76 1.28 -1.22
H9 3.41 0.53 -2.09
H10 4.91 0.95 1.04
H11 5.46 0.59 3.10
H12 5.08 -0.18 5.41
H13 2.95 -1.33 5.96
H14 1.24 -1.69 4.24
Cl1 1.03 -0.96 -3.33
C17 2.02 -2.39 -2.93
Cl2 2.02 -2.72 -1.20
H15 3.03 -2.18 -3.25
H16 1.59 -3.23 -3.46
C18 -1.91 -2.75 1.80
C19 -2.71 -1.91 0.81
As1 -1.67 -1.57 -0.81
C20 -2.91 -0.43 -1.82
C21 -4.27 -0.99 -2.18
C22 -1.83 -3.29 -1.79
C23 -3.02 -4.19 -1.45
H17 -2.47 -2.91 2.73
H18 -0.96 -2.27 2.04
H19 -1.69 -3.74 1.39
H20 -2.91 -0.91 1.23
H21 -3.67 -2.36 0.57
H22 -2.37 -0.13 -2.73
H23 -2.99 0.47 -1.21
H24 -4.19 -1.83 -2.87
H25 -4.89 -0.22 -2.66
H26 -4.81 -1.33 -1.30
H27 -0.90 -3.84 -1.60
H28 -1.83 -3.03 -2.85
H29 -2.99 -4.51 -0.41
H30 -3.01 -5.09 -2.08
H31 -3.97 -3.68 -1.61

Results
- Total charge: 0
- Maximum force: 0.0320 Eh/bohr
- Relative energy (zero: lowest compared OMol25 entry of this formula, charge and spin): 12.89 kcal per mole
- Highest occupied orbital energy: -7.3599 eV
- Frontier orbital gap: 7.62 eV